# 1
ORCA calculation (ωB97M-V/def2-TZVPD) on a 3-piece molecular cluster, CH7NO2 overall in a non-equilibrium geometry.

Atoms and positions in Å:
C  -0.181  0.872  -3.364
N  0.788  0.126  -3.074
H  -1.133  0.943  -2.852
H  -0.257  1.334  -4.352
H  1.444  0.145  -3.850
O  0.056  -0.733  0.017
H  -0.149  -0.781  -0.926
H  0.992  -0.511  -0.064
O  -0.567  -0.272  5.282
H  -0.338  0.473  5.848
H  -0.895  0.121  4.470

Properties
Kohn-Sham gap: 11.674 eV
Net charge: 0
Relative energy (zero: lowest compared OMol25 entry of this formula, charge and spin): 18.0 kcal per mole
Structure (SMILES): C=N.O.O
Total energy: -247.49059 hartree
Multiplicity: 1



# 2
ORCA calculation (ωB97M-V/def2-TZVPD) on the molecule C4H5N in a non-equilibrium geometry.

Atoms and positions in Å:
C  2.185  0.731  -0.243
C  1.022  0.904  0.027
C  -0.365  1.060  0.253
N  -1.224  0.095  0.287
C  -0.915  -1.252  0.035
H  3.199  0.588  -0.505
H  -0.725  2.045  0.523
H  0.090  -1.501  -0.311
H  -1.494  -1.923  0.660
H  -1.773  -0.747  -0.725

Properties
Kohn-Sham gap: 9.687 eV
Net charge: 0
Relative energy (zero: lowest compared OMol25 entry of this formula, charge and spin): 102.4 kcal per mole
Structure (SMILES): C#C/C=N\C
Total energy: -210.00059 hartree
Multiplicity: 1



# 3
ORCA calculation (ωB97M-V/def2-TZVPD) on a 6-piece molecular cluster, C27H51N6O7 overall.

Atoms and positions in Å:
O  -2.343  -2.152  -0.377
C  -1.826  -1.076  -0.388
O  -0.502  -0.958  0.035
C  0.285  -0.178  -0.845
C  0.493  -0.783  -2.205
C  1.283  0.177  -3.105
C  2.018  1.345  -2.385
C  2.202  1.253  -0.848
N  1.633  0.004  -0.258
C  -2.514  0.190  -0.791
C  -2.774  0.424  -2.139
C  -3.399  1.610  -2.509
C  -3.747  2.542  -1.541
C  -3.496  2.299  -0.197
C  -2.868  1.121  0.182
H  -0.127  0.834  -0.887
H  -0.427  -1.131  -2.663
H  1.100  -1.686  -2.054
H  1.977  -0.377  -3.730
H  0.576  0.621  -3.805
H  1.515  2.286  -2.594
H  3.013  1.428  -2.822
H  1.674  2.072  -0.365
H  3.247  1.328  -0.554
H  2.236  -0.801  -0.442
H  1.567  0.132  0.754
H  -2.497  -0.322  -2.872
H  -3.598  1.799  -3.558
H  -4.231  3.464  -1.836
H  -3.765  3.027  0.556
H  -2.643  0.906  1.219
C  -5.861  0.503  -5.951
O  -5.038  1.367  -5.708
N  -5.790  -0.756  -5.480
C  -6.790  -1.762  -5.774
C  -4.651  -1.086  -4.642
H  -6.747  0.688  -6.580
H  -7.253  -2.121  -4.853
H  -6.340  -2.610  -6.293
H  -7.563  -1.335  -6.409
H  -4.645  -0.430  -3.775
H  -3.723  -0.927  -5.196
H  -4.712  -2.123  -4.320
C  0.658  -2.061  -6.058
O  0.069  -1.528  -5.130
N  1.035  -3.348  -6.077
C  1.731  -3.933  -7.209
C  0.728  -4.182  -4.926
H  0.929  -1.513  -6.973
H  1.150  -4.754  -7.630
H  2.706  -4.314  -6.901
H  1.878  -3.178  -7.979
H  -0.349  -4.214  -4.757
H  1.198  -3.778  -4.028
H  1.096  -5.188  -5.104
C  -0.109  1.003  2.396
O  0.343  1.809  1.579
N  -0.315  1.252  3.685
C  -0.823  0.240  4.605
C  -0.024  2.583  4.197
H  -0.337  -0.032  2.112
H  -1.768  0.575  5.034
H  -0.117  0.065  5.420
H  -0.990  -0.690  4.064
H  -0.625  3.329  3.677
H  1.027  2.828  4.040
H  -0.250  2.609  5.259
C  4.973  -0.942  1.228
O  3.766  -1.020  1.021
N  5.540  -0.050  2.042
C  6.976  -0.006  2.259
C  4.689  0.904  2.739
H  5.691  -1.627  0.753
H  7.204  -0.171  3.312
H  7.373  0.964  1.959
H  7.461  -0.781  1.670
H  3.970  0.379  3.369
H  4.135  1.513  2.025
H  5.308  1.549  3.356
C  -0.087  0.312  8.516
O  0.116  -0.217  7.434
N  0.663  1.298  9.034
C  0.373  1.889  10.327
C  1.804  1.780  8.274
H  -0.921  0.010  9.167
H  0.178  2.958  10.222
H  1.215  1.751  11.006
H  -0.506  1.415  10.759
H  1.482  2.170  7.308
H  2.508  0.967  8.093
H  2.299  2.569  8.834

Properties
Kohn-Sham gap: 9.094 eV
Net charge: +1
Total energy: -1914.44473 hartree
Multiplicity: 1



# 4
ORCA calculation (ωB97M-V/def2-TZVPD) on C36H55N4OPPtS as an isolated structure in a non-equilibrium geometry.

Atoms and positions in Å:
Pt  10.581  11.683  11.459
C  11.149  15.569  13.422
C  10.531  14.504  12.561
N  11.277  13.533  11.962
N  12.465  13.941  11.426
C  13.128  13.094  10.596
N  14.167  13.529  9.908
S  12.455  11.565  10.255
C  9.096  14.106  12.529
C  8.097  15.057  12.941
C  6.780  14.671  12.839
C  6.488  13.362  12.434
C  7.545  12.532  11.987
N  8.850  12.810  12.134
H  12.269  15.498  13.385
H  10.817  15.508  14.472
H  10.919  16.610  13.122
H  12.998  14.598  12.033
H  14.292  14.546  9.731
H  14.584  12.986  9.167
H  8.227  16.093  13.267
H  6.009  15.378  12.966
H  5.434  13.032  12.484
H  7.374  11.556  11.518
C  13.781  6.873  11.557
C  13.182  7.531  12.862
C  12.155  8.570  12.508
C  11.090  8.132  11.521
C  11.839  7.750  10.252
C  12.638  6.500  10.578
P  9.775  9.489  11.285
C  9.114  9.456  9.552
C  8.135  10.596  9.242
C  7.717  10.587  7.771
C  7.066  9.171  7.339
C  7.211  8.080  8.421
C  8.566  8.061  9.070
C  8.375  9.078  12.513
C  7.817  7.675  12.333
C  7.139  7.120  13.584
C  6.474  8.214  14.522
C  7.494  9.233  14.969
C  8.633  9.517  13.996
H  14.533  6.104  11.847
H  14.430  7.568  10.963
H  14.010  7.959  13.486
H  12.752  6.792  13.510
H  12.756  9.359  12.093
H  11.743  8.967  13.446
H  10.580  7.174  11.807
H  12.615  8.510  10.035
H  11.155  7.723  9.423
H  12.988  5.932  9.710
H  11.984  5.784  11.154
H  9.992  9.814  8.963
H  8.527  11.585  9.510
H  7.210  10.450  9.840
H  8.559  10.767  7.070
H  6.996  11.415  7.652
H  7.587  8.830  6.465
H  6.008  9.350  7.082
H  7.063  7.123  7.897
H  6.388  8.145  9.152
H  9.242  7.672  8.256
H  8.702  7.289  9.855
H  7.501  9.694  12.218
H  8.558  6.940  12.039
H  7.126  7.704  11.461
H  7.848  6.499  14.154
H  6.323  6.392  13.257
H  5.885  7.613  15.276
H  5.700  8.579  13.873
H  7.898  8.972  15.925
H  7.039  10.200  15.187
H  9.496  8.973  14.408
H  8.995  10.534  13.979
C  10.437  12.774  22.384
C  10.782  13.492  21.150
C  11.565  12.900  20.165
C  12.047  13.626  19.072
C  13.110  13.067  18.127
C  11.647  14.956  18.807
C  11.733  15.568  17.465
O  10.787  16.173  16.910
C  10.841  15.553  19.765
C  10.359  16.981  19.675
C  10.400  14.833  20.912
H  9.386  12.879  22.747
H  11.023  13.126  23.284
H  10.577  11.708  22.266
H  11.780  11.818  20.293
H  13.317  11.983  18.339
H  13.979  13.784  18.209
H  12.809  13.141  17.089
H  12.657  15.399  16.928
H  9.240  17.035  19.714
H  10.617  17.449  18.710
H  10.707  17.563  20.558
H  9.799  15.320  21.667

Properties
Kohn-Sham gap (spin up / spin down): 6.066 / 2.770 eV
Net charge: +2
Relative energy (zero: lowest compared OMol25 entry of this formula, charge and spin): 67.3 kcal per mole
Total energy: -2557.26032 hartree
Multiplicity: 3



# 5
ORCA calculation (ωB97M-V/def2-TZVPD) on the molecule H4N2 in a non-equilibrium geometry.

Atoms and positions in Å:
N  -0.875  -0.176  -0.154
N  0.633  -0.141  0.125
H  -0.932  -0.560  0.784
H  -1.179  0.850  -0.036
H  1.271  0.806  -0.088
H  1.083  -0.780  -0.632

Properties
Kohn-Sham gap: 10.433 eV
Net charge: 0
Relative energy (zero: lowest compared OMol25 entry of this formula, charge and spin): 26.2 kcal per mole
Structure (SMILES): NN
Total energy: -111.82339 hartree
Multiplicity: 1



# 6
ORCA calculation (ωB97M-V/def2-TZVPD) on a 8-piece molecular cluster, C40H108F2N7O10PS2 overall in a non-equilibrium geometry.

Atoms and positions in Å:
C  2.285  -3.345  5.059
C  1.216  -4.391  4.808
C  -0.115  -4.150  5.527
O  -0.682  -2.938  5.112
C  -2.073  -2.895  5.376
N  0.913  -4.480  3.309
H  0.234  -5.225  3.138
H  0.448  -3.623  2.981
H  1.769  -4.573  2.770
H  2.012  -2.386  4.615
H  3.230  -3.674  4.618
H  2.525  -3.199  6.109
H  1.596  -5.384  5.044
H  0.191  -4.054  6.572
H  -0.754  -5.020  5.352
H  -2.560  -1.947  5.153
H  -2.301  -3.024  6.439
H  -2.558  -3.671  4.778
C  0.540  -3.833  -1.148
C  1.897  -3.432  -1.727
C  1.622  -2.436  -2.849
O  2.825  -1.840  -3.294
C  2.743  -1.151  -4.520
N  2.703  -2.686  -0.684
H  3.014  -3.332  0.032
H  3.493  -2.126  -1.067
H  2.148  -1.881  -0.298
H  0.099  -2.965  -0.659
H  0.636  -4.650  -0.429
H  -0.150  -4.214  -1.898
H  2.445  -4.291  -2.107
H  0.924  -1.663  -2.501
H  1.084  -2.896  -3.683
H  3.653  -1.398  -5.073
H  2.583  -0.082  -4.352
H  1.965  -1.473  -5.221
C  4.089  4.051  -0.404
C  5.362  4.460  -1.151
C  6.357  3.297  -1.395
O  5.738  2.332  -2.236
C  6.544  2.063  -3.414
N  4.917  4.971  -2.524
H  4.102  5.574  -2.398
H  5.691  5.479  -2.960
H  4.633  4.244  -3.186
H  4.312  3.694  0.601
H  3.636  3.165  -0.855
H  3.405  4.897  -0.376
H  5.781  5.378  -0.741
H  6.667  2.802  -0.473
H  7.283  3.739  -1.776
H  6.434  2.951  -4.050
H  6.061  1.242  -3.932
H  7.617  2.041  -3.225
C  -1.416  -0.234  -8.266
C  -2.425  0.534  -7.391
C  -2.381  0.028  -5.935
O  -1.195  0.477  -5.306
C  -1.386  1.090  -4.021
N  -1.982  1.993  -7.416
H  -1.544  2.375  -8.258
H  -2.738  2.625  -7.135
H  -1.273  2.122  -6.681
H  -0.377  0.031  -8.054
H  -1.446  0.087  -9.310
H  -1.626  -1.287  -8.109
H  -3.412  0.594  -7.842
H  -2.396  -1.057  -5.828
H  -3.307  0.404  -5.481
H  -0.496  1.600  -3.665
H  -1.770  0.327  -3.344
H  -2.140  1.883  -4.112
C  4.446  2.244  8.362
C  2.932  2.149  8.207
C  2.501  1.267  7.043
O  2.523  2.071  5.890
C  1.841  1.508  4.761
N  2.345  1.680  9.533
H  2.393  2.371  10.287
H  1.345  1.524  9.360
H  2.698  0.779  9.863
H  4.910  1.296  8.643
H  4.784  2.950  9.125
H  4.938  2.618  7.465
H  2.463  3.118  8.036
H  1.447  0.990  7.215
H  3.039  0.314  7.004
H  0.764  1.526  4.945
H  2.177  0.491  4.552
H  2.003  2.180  3.922
C  5.715  -3.441  -2.543
C  6.608  -2.242  -2.259
C  5.876  -0.993  -1.810
O  5.104  -1.185  -0.615
C  4.678  0.059  -0.020
N  7.543  -2.718  -1.138
H  8.190  -2.037  -0.728
H  6.920  -3.063  -0.406
H  8.135  -3.487  -1.469
H  4.942  -3.253  -3.287
H  5.207  -3.671  -1.601
H  6.235  -4.327  -2.908
H  7.298  -2.004  -3.068
H  5.158  -0.629  -2.548
H  6.641  -0.234  -1.616
H  3.911  0.574  -0.602
H  5.526  0.714  0.167
H  4.202  -0.175  0.932
C  -2.649  -2.831  -3.086
C  -3.936  -2.021  -2.987
C  -3.977  -1.176  -1.685
C  -5.167  -0.230  -1.712
P  -5.328  0.842  -0.238
C  -3.926  1.982  0.010
C  -3.757  2.625  1.370
C  -2.378  3.236  1.619
C  -2.160  4.449  0.729
C  -6.938  1.669  -0.262
C  -7.014  2.631  -1.443
C  -8.345  3.428  -1.615
C  -8.720  4.114  -0.299
C  -5.196  -0.247  1.212
C  -6.091  -1.491  1.242
C  -5.789  -2.495  2.384
C  -4.290  -2.882  2.463
H  -2.654  -3.620  -3.837
H  -2.407  -3.253  -2.105
H  -1.756  -2.229  -3.299
H  -4.812  -2.665  -2.954
H  -3.978  -1.337  -3.838
H  -3.047  -0.667  -1.412
H  -4.074  -1.947  -0.914
H  -6.080  -0.832  -1.726
H  -5.127  0.369  -2.623
H  -4.103  2.730  -0.769
H  -3.019  1.436  -0.258
H  -3.939  1.925  2.189
H  -4.483  3.421  1.560
H  -1.548  2.544  1.459
H  -2.371  3.446  2.691
H  -2.841  5.264  0.973
H  -2.318  4.122  -0.302
H  -1.140  4.832  0.763
H  -7.020  2.202  0.686
H  -7.648  0.856  -0.432
H  -6.944  2.064  -2.379
H  -6.163  3.317  -1.430
H  -9.128  2.764  -1.979
H  -8.143  4.143  -2.413
H  -9.577  4.750  -0.508
H  -7.886  4.664  0.137
H  -8.978  3.327  0.411
H  -5.419  0.409  2.056
H  -4.130  -0.492  1.215
H  -5.993  -2.017  0.289
H  -7.157  -1.259  1.281
H  -6.334  -3.406  2.127
H  -6.179  -2.248  3.370
H  -3.853  -3.138  1.499
H  -4.252  -3.703  3.179
H  -3.703  -2.069  2.896
N  0.934  -0.578  0.015
S  0.434  0.772  -0.502
O  0.995  1.942  0.114
O  -0.923  0.768  -0.983
F  1.352  0.665  -1.841
S  -0.164  -0.655  1.280
O  -1.482  -1.112  0.937
O  -0.095  0.275  2.369
F  0.461  -1.993  1.978

Properties
Kohn-Sham gap: 8.322 eV
Net charge: +6
Total energy: -4059.69493 hartree
Multiplicity: 1



# 7
ORCA calculation (ωB97M-V/def2-TZVPD) on C7H14F9FeN2O11S2 as an isolated structure in a non-equilibrium geometry.

Atoms and positions in Å:
Fe  0.357  0.748  0.720
C  2.161  -3.450  1.475
F  3.210  -3.176  2.226
F  2.483  -3.389  0.181
F  1.768  -4.702  1.720
S  0.695  -2.361  1.805
O  -0.391  -2.976  1.115
O  0.607  -2.284  3.246
O  1.058  -1.035  1.242
C  -1.422  4.099  -1.223
F  -1.759  3.142  -2.076
F  -0.148  4.417  -1.489
F  -2.233  5.120  -1.363
S  -1.501  3.552  0.560
O  -0.455  2.500  0.642
O  -1.125  4.742  1.262
O  -2.824  3.057  0.821
C  -0.658  -0.626  -1.779
O  0.749  -0.844  -1.892
O  -0.875  -0.001  -0.600
C  -1.219  0.071  -3.030
F  -2.484  0.449  -2.889
F  -0.470  1.130  -3.382
F  -1.197  -0.801  -4.063
C  1.131  -1.924  -2.706
C  2.652  -1.897  -2.877
H  3.060  -2.011  -1.870
H  3.010  -2.719  -3.495
H  2.982  -0.960  -3.326
H  0.749  -1.919  -3.730
H  0.856  -2.904  -2.300
H  -1.171  -1.604  -1.746
O  1.730  1.523  2.112
H  1.843  2.399  2.501
H  2.285  0.922  2.627
O  1.839  1.221  -0.584
H  1.837  1.493  -1.511
H  2.755  1.278  -0.287
C  -2.087  0.123  2.781
O  -1.086  0.406  2.095
N  -2.083  -0.937  3.626
N  -3.224  0.838  2.673
H  -2.904  -1.475  3.831
H  -1.198  -1.424  3.715
H  -4.074  0.457  3.043
H  -3.230  1.731  2.196

Properties
Kohn-Sham gap (spin up / spin down): 9.491 / 7.852 eV
Net charge: 0
Relative energy (zero: lowest compared OMol25 entry of this formula, charge and spin): 0.0 kcal per mole
Total energy: -4171.28990 hartree
Multiplicity: 6



# 8
ORCA calculation (ωB97M-V/def2-TZVPD) on C22H28Cl4CoN2O4 as an isolated structure in a non-equilibrium geometry.

Atoms and positions in Å:
Co  -1.014  -0.232  0.370
Cl  -2.769  0.520  1.758
N  -0.084  2.061  0.291
N  -0.462  -2.201  0.460
C  -0.967  2.804  -0.323
C  -0.997  -2.988  -0.440
C  1.062  2.950  0.617
C  0.442  4.341  0.485
C  2.167  2.758  -0.403
C  1.598  2.733  2.008
H  1.799  2.953  -1.418
H  2.557  1.738  -0.347
H  2.973  3.465  -0.179
H  0.782  2.781  2.737
H  2.316  3.535  2.223
H  2.108  1.768  2.084
C  0.569  -2.999  1.188
C  0.574  -4.325  0.460
C  0.176  -3.216  2.629
C  1.912  -2.314  1.080
H  2.150  -2.125  0.022
H  2.687  -2.960  1.520
H  1.868  -1.369  1.633
H  -0.818  -3.669  2.673
H  0.178  -2.266  3.163
H  0.904  -3.894  3.091
O  -0.469  -4.185  -0.549
H  0.280  -5.187  1.068
H  1.498  -4.559  -0.080
O  -0.765  4.120  -0.305
H  1.052  5.073  -0.057
H  0.116  4.746  1.453
C  -2.107  2.265  -1.119
C  -2.048  -2.560  -1.375
C  -1.536  -1.307  -2.028
H  -2.946  -2.329  -0.765
H  -2.258  -3.364  -2.099
C  -1.329  -0.124  -1.314
C  -1.600  1.098  -1.909
H  -2.402  -0.276  0.624
C  -0.975  1.181  -3.159
C  -0.597  0.001  -3.746
C  -0.782  2.533  -3.778
C  -0.878  -1.266  -3.261
H  -0.213  0.062  -4.750
C  -0.586  -2.546  -3.979
H  -0.096  -2.272  -4.913
H  -1.519  -3.071  -4.200
H  0.057  -3.213  -3.388
H  -1.740  3.063  -3.837
H  -0.409  2.334  -4.788
H  -0.063  3.158  -3.220
H  -2.499  3.054  -1.785
H  -2.866  1.939  -0.379
Cl  0.558  -1.183  5.708
C  1.267  0.135  4.737
Cl  1.624  1.560  5.722
Cl  2.784  -0.421  3.967
C  0.134  0.489  3.611
O  -0.677  1.336  3.998
O  0.280  -0.132  2.513

Properties
Kohn-Sham gap (spin up / spin down): 3.670 / 7.314 eV
Net charge: -1
Relative energy (zero: lowest compared OMol25 entry of this formula, charge and spin): 100.4 kcal per mole
Total energy: -4489.03285 hartree
Multiplicity: 5